ORCA calculation (ωB97M-V with the def2-TZVPD basis set) on a cluster of 2 separate species, C17H27FN2O4 in total in a non-equilibrium geometry.

Its HOMO-LUMO gap is 10.13 eV. The SMILES is C[C@@H](F)C[C@@]1(c2ccncc2)OC(=O)[C@](C)(N)[C@@H]1O.CCOCC. Its total energy is -1174.275201 Eh. The multiplicity is 1. The relative energy (zero: lowest compared OMol25 entry of this formula, charge and spin) is 0.00 kJ/mol.

Cartesian coordinates (Å):
C (-1.48214, -4.62754, 2.98062)
C (-1.86251, -3.16033, 2.66005)
F (-2.06815, -2.52410, 3.87722)
C (-0.69923, -2.48558, 1.96168)
C (-1.02023, -1.14256, 1.23055)
C (0.33598, -0.54648, 0.94115)
C (1.14849, -1.18735, 0.03962)
C (2.38438, -0.67587, -0.18351)
N (2.88518, 0.40062, 0.40306)
C (2.06993, 0.99552, 1.25163)
C (0.80832, 0.57719, 1.56112)
O (-1.67717, -1.59030, 0.01519)
C (-3.01793, -1.53586, 0.09691)
O (-3.75441, -2.14433, -0.65121)
C (-3.47428, -0.58858, 1.25817)
C (-4.45223, -1.22363, 2.24824)
N (-4.10631, 0.50389, 0.52087)
C (-2.06721, -0.22886, 1.87641)
O (-1.89903, 1.17177, 1.72886)
H (-1.44138, -4.76722, 4.05603)
H (-0.47200, -4.81689, 2.62052)
H (-2.12460, -5.34343, 2.47709)
H (-2.76056, -3.20721, 2.05289)
H (0.05351, -2.24827, 2.71293)
H (-0.28151, -3.15399, 1.22039)
H (0.78171, -2.06753, -0.46022)
H (3.03039, -1.20348, -0.87721)
H (2.44676, 1.87478, 1.76183)
H (0.18897, 1.08357, 2.27727)
H (-5.47792, -0.92468, 2.05210)
H (-4.20252, -0.90324, 3.25813)
H (-4.43441, -2.30796, 2.22629)
H (-5.04088, 0.68418, 0.85046)
H (-4.15949, 0.31047, -0.46763)
H (-2.08203, -0.34812, 2.95777)
H (-1.68122, 1.38071, 0.81436)
C (4.39420, 1.93733, -2.53706)
C (2.97598, 2.47141, -2.44701)
O (2.87087, 3.86228, -2.69841)
C (3.28860, 4.29542, -3.97828)
C (2.49809, 3.68432, -5.12327)
H (5.05893, 2.50725, -1.88681)
H (4.42159, 0.89010, -2.23587)
H (4.78910, 2.00344, -3.55292)
H (2.60512, 2.32250, -1.43416)
H (2.30520, 1.91205, -3.11033)
H (4.36218, 4.11908, -4.11087)
H (3.14802, 5.37685, -3.98415)
H (2.66093, 2.60807, -5.19997)
H (2.79799, 4.13350, -6.07078)
H (1.42892, 3.84710, -4.97969)

Forces on atoms 1 to 2 (eV/Å):
0.499 0.454 -0.346
1.224 -1.742 -0.007

ORCA calculation (ωB97M-V with the def2-TZVPD basis set) on a structure of composition C17H27N2O9PV.

Its net charge is +2. Its HOMO-LUMO gap (alpha / beta) is 7.36 / 8.00 eV. Its total energy is -2735.245995 Eh. The multiplicity is 2. The relative energy (zero: lowest compared OMol25 entry of this formula, charge and spin) is 29.77 kJ/mol.

Cartesian coordinates (Å):
V (-0.12141, -0.26238, 0.58088)
O (-3.32692, 1.70586, 1.33178)
C (-2.78636, 0.73957, 0.95138)
O (-1.41696, 0.49125, 1.43065)
C (-3.25818, -0.37703, 0.09661)
C (-4.61597, -0.68250, 0.07642)
C (-5.03196, -1.78909, -0.63826)
C (-4.15797, -2.60960, -1.32929)
C (-2.81292, -2.28731, -1.31755)
C (-2.36341, -1.15242, -0.65224)
O (-1.08832, -0.71905, -0.81223)
N (-1.84799, -3.17353, -1.98461)
O (-0.73911, -3.24869, -1.46108)
O (-2.22348, -3.78517, -2.94842)
N (-6.48129, -2.12798, -0.64608)
O (-6.78780, -3.14516, -1.22355)
O (-7.20715, -1.36949, -0.04727)
H (-5.33330, -0.08644, 0.62614)
H (-4.52024, -3.47786, -1.86332)
C (4.48502, -0.12156, 0.92070)
O (3.15957, -0.58597, 0.62481)
C (3.14473, -1.97295, 0.36959)
C (1.73362, -2.32722, -0.00778)
O (0.81998, -1.85381, 1.04179)
C (0.66897, -2.73490, 2.19845)
H (5.13826, -0.24801, 0.05495)
H (4.89994, -0.66416, 1.77212)
H (4.41694, 0.93373, 1.17519)
H (3.49244, -2.54122, 1.23790)
H (3.79263, -2.23628, -0.47440)
H (1.53060, -3.38715, -0.13807)
H (1.40924, -1.80602, -0.91314)
H (0.29032, -3.68702, 1.83636)
H (-0.04297, -2.25189, 2.86121)
H (1.63834, -2.82842, 2.67750)
C (2.56714, 3.56617, 1.81178)
C (1.75075, 2.26977, 1.81602)
P (0.96629, 1.90891, 0.21458)
C (2.18720, 1.98576, -1.12890)
C (1.86726, 1.10298, -2.33444)
C (-0.32866, 3.14876, -0.08040)
C (-1.12260, 2.94022, -1.36847)
H (3.00578, 3.71515, 2.79711)
H (1.94631, 4.43463, 1.59428)
H (3.38034, 3.53079, 1.08641)
H (0.94737, 2.31889, 2.55610)
H (2.37950, 1.41368, 2.07156)
H (3.15233, 1.72223, -0.70002)
H (2.24038, 3.04007, -1.41559)
H (1.91991, 0.04521, -2.07083)
H (2.59972, 1.27592, -3.12094)
H (0.88177, 1.30581, -2.75040)
H (0.17875, 4.11771, -0.09096)
H (-0.97710, 3.14099, 0.79853)
H (-0.50808, 3.10254, -2.25290)
H (-1.94692, 3.64986, -1.40729)
H (-1.54433, 1.93382, -1.43234)

Forces on atoms 1 to 2 (eV/Å):
-0.315 0.375 -0.093
-0.147 -0.028 -0.097

ORCA calculation (ωB97M-V with the def2-TZVPD basis set) on a structure of composition C17H27N3OPtSi.

Its net charge is -2. Its HOMO-LUMO gap (alpha / beta) is 4.55 / 5.27 eV. Its total energy is -1312.216017 Eh. The multiplicity is 3. The relative energy (zero: lowest compared OMol25 entry of this formula, charge and spin) is 66.78 kJ/mol.

Cartesian coordinates (Å):
Pt (0.73884, -0.60017, 0.12847)
O (0.18564, 2.27669, 0.11627)
C (0.09334, 2.99393, -0.89701)
C (0.82239, 4.24864, -1.00708)
C (0.68192, 5.11675, -2.05543)
C (-0.17509, 4.82985, -3.13175)
C (-0.85349, 3.62174, -3.09587)
C (-0.74670, 2.70349, -2.05138)
C (-1.49912, 1.44849, -2.13136)
N (-1.31379, 0.32596, -1.46781)
C (-2.23898, -0.56782, -1.93484)
C (-3.01448, 0.00148, -2.89793)
N (-2.55027, 1.29600, -3.00831)
H (1.49053, 4.46892, -0.18117)
H (1.25452, 6.04242, -2.06022)
H (-0.28243, 5.50865, -3.96902)
H (-1.47960, 3.38117, -3.95329)
H (-2.27484, -1.57000, -1.53665)
H (-3.84189, -0.36649, -3.48109)
H (-2.85564, 1.98287, -3.67009)
C (-1.97432, -1.97168, 4.13068)
Si (-0.75923, -1.94575, 2.64134)
C (-1.37348, -3.38699, 1.56942)
C (0.90874, -2.41016, 3.41351)
C (-0.70033, -0.39077, 1.70081)
H (-1.96797, -2.94409, 4.63812)
H (-2.99627, -1.77178, 3.79446)
H (-1.70795, -1.20382, 4.86323)
H (-1.09103, -4.36400, 1.97506)
H (-0.95086, -3.28527, 0.56829)
H (-2.46556, -3.35654, 1.48923)
H (1.01488, -3.48916, 3.56570)
H (1.03811, -1.91611, 4.38229)
H (1.69610, -2.06586, 2.74058)
H (-0.40666, 0.48567, 2.29207)
H (-1.67527, -0.15422, 1.25223)
C (3.95702, -2.71699, 0.34455)
C (2.84843, -2.72249, -0.72374)
C (1.91520, -3.91442, -0.45775)
C (3.50431, -2.90756, -2.10682)
N (2.13420, -1.49429, -0.68852)
H (4.60776, -3.59764, 0.26004)
H (3.51041, -2.69907, 1.33970)
H (4.56152, -1.81465, 0.23260)
H (2.44926, -4.87242, -0.52183)
H (1.10027, -3.90806, -1.18487)
H (1.47166, -3.81425, 0.53386)
H (4.03427, -3.86527, -2.18939)
H (4.21107, -2.09490, -2.28936)
H (2.73343, -2.85864, -2.87855)

Forces on atoms 1 to 2 (eV/Å):
0.008 -0.523 0.533
-0.067 0.185 -0.076

ORCA calculation (ωB97M-V with the def2-TZVPD basis set) on the molecule C17H27NO2.

Its HOMO-LUMO gap is 8.76 eV. The SMILES is Cc1cccc(OCCCCCN2CCOCC2)c1C. Its total energy is -869.181011 Eh. The multiplicity is 1. The relative energy (zero: lowest compared OMol25 entry of this formula, charge and spin) is 153.45 kJ/mol.

Cartesian coordinates (Å):
C (-3.73457, -2.85634, 0.83288)
C (-3.41593, -1.66823, -0.02299)
C (-3.41320, -1.78851, -1.40681)
C (-3.12140, -0.69910, -2.20215)
C (-2.82181, 0.52358, -1.62928)
C (-2.81470, 0.66018, -0.24632)
O (-2.55276, 1.83936, 0.40406)
C (-1.81630, 2.84371, -0.25773)
C (-0.38111, 2.40597, -0.56037)
C (0.37289, 2.07041, 0.72612)
C (1.66540, 1.29370, 0.47278)
C (1.38426, -0.19369, 0.19282)
N (2.49806, -1.06103, -0.10127)
C (3.15877, -0.92489, -1.38254)
C (4.40026, -0.02107, -1.34349)
O (5.30162, -0.43647, -0.33997)
C (4.68153, -0.42094, 0.92818)
C (3.45047, -1.33926, 0.95355)
C (-3.11586, -0.44184, 0.56666)
C (-3.11166, -0.29615, 2.05928)
H (-2.89576, -3.09517, 1.48588)
H (-4.59853, -2.65418, 1.46489)
H (-3.95137, -3.72544, 0.21731)
H (-3.64293, -2.74112, -1.86105)
H (-3.12580, -0.79491, -3.27800)
H (-2.60628, 1.36485, -2.26949)
H (-1.81258, 3.68095, 0.44636)
H (-2.32365, 3.17089, -1.17439)
H (-0.41332, 1.52770, -1.20688)
H (0.12635, 3.20745, -1.10036)
H (-0.27770, 1.47630, 1.37137)
H (0.60164, 3.00018, 1.25254)
H (2.19315, 1.74191, -0.37132)
H (2.30291, 1.37302, 1.35569)
H (0.69373, -0.27911, -0.65148)
H (0.87812, -0.61675, 1.06741)
H (2.44732, -0.55063, -2.11959)
H (3.48475, -1.92786, -1.68701)
H (4.94773, -0.08456, -2.28591)
H (4.11262, 1.02698, -1.16742)
H (5.43444, -0.77249, 1.63629)
H (4.40119, 0.61166, 1.18666)
H (2.95122, -1.26902, 1.92061)
H (3.79911, -2.37039, 0.81192)
H (-2.84701, 0.71919, 2.33633)
H (-4.09575, -0.52249, 2.46800)
H (-2.39753, -0.98633, 2.50823)

Forces on atoms 1 to 2 (eV/Å):
0.014 0.058 -0.019
0.023 0.071 -0.152

ORCA calculation (ωB97M-V with the def2-TZVPD basis set) on the molecule C17H27NO5.

Its HOMO-LUMO gap is 8.92 eV. The SMILES is C[C@@H](O)c1ccc2c(c1)OCCOCCN(C)CCOCCO2. Its total energy is -1094.859293 Eh. The multiplicity is 1. The relative energy (zero: lowest compared OMol25 entry of this formula, charge and spin) is 418.35 kJ/mol.

Cartesian coordinates (Å):
C (5.49468, 1.40471, -1.25501)
C (5.44523, 0.03105, -0.57376)
O (6.26504, -0.00687, 0.57366)
C (4.01186, -0.34693, -0.26720)
C (3.36652, -1.35386, -0.96301)
C (2.05785, -1.68955, -0.66353)
C (1.34809, -1.04530, 0.34387)
C (1.97912, 0.01591, 1.02350)
C (3.29429, 0.33156, 0.70629)
O (1.44926, 0.77845, 2.03247)
C (0.07406, 1.09145, 2.03569)
C (-0.34920, 1.83589, 0.76442)
O (-1.75253, 1.88040, 0.71651)
C (-2.27065, 2.19023, -0.55902)
C (-3.79368, 1.95527, -0.58676)
N (-4.28886, 0.60501, -0.69783)
C (-3.84902, -0.12239, -1.86489)
C (-4.34883, -0.19061, 0.50532)
C (-3.05314, -0.88063, 0.96075)
O (-2.95079, -2.16030, 0.35701)
C (-1.83377, -2.89469, 0.77080)
C (-0.51888, -2.51549, 0.07106)
O (0.07049, -1.39682, 0.70415)
H (5.05571, 2.16354, -0.61047)
H (4.93882, 1.37657, -2.18816)
H (6.52719, 1.67462, -1.46255)
H (5.87994, -0.71782, -1.24440)
H (5.89410, 0.58757, 1.23569)
H (3.88337, -1.89140, -1.74326)
H (1.59407, -2.48267, -1.22705)
H (3.73568, 1.14276, 1.26694)
H (-0.06696, 1.72758, 2.91203)
H (-0.54235, 0.19579, 2.14506)
H (0.07750, 2.85080, 0.74774)
H (0.04476, 1.29403, -0.11113)
H (-1.77896, 1.57507, -1.32706)
H (-2.06822, 3.24616, -0.79687)
H (-4.18246, 2.50820, -1.44988)
H (-4.21298, 2.39463, 0.32038)
H (-3.99518, 0.50150, -2.74707)
H (-4.46034, -1.01870, -1.95979)
H (-2.79821, -0.43851, -1.82783)
H (-5.09361, -0.97668, 0.34153)
H (-4.69758, 0.45758, 1.31076)
H (-3.07221, -1.00300, 2.05442)
H (-2.19055, -0.26527, 0.70252)
H (-1.69199, -2.81268, 1.85820)
H (-2.05868, -3.93432, 0.51646)
H (0.15923, -3.37615, 0.13397)
H (-0.72724, -2.29571, -0.98467)

Forces on atoms 1 to 2 (eV/Å):
0.204 -0.393 0.115
-0.267 0.276 -0.424